{"formula": "C14H21N2O5Pd", "method": "the ωB97M-V functional and the def2-TZVPD basis", "total_charge": 3, "orbital_gap_ev": [5.63, 5.29], "homo_ev": [-18.8, -18.8], "lumo_energy_ev": [-13.18, -13.51], "species": ["Pd", "O", "O", "O", "O", "O", "N", "N", "C", "C", "C", "C", "C", "C", "C", "C", "C", "C", "C", "C", "C", "C", "H", "H", "H", "H", "H", "H", "H", "H", "H", "H", "H", "H", "H", "H", "H", "H", "H", "H", "H", "H", "H"], "positions_angstrom": [[-0.08, 0.23, -1.48], [1.87, -0.39, -0.17], [0.89, 4.27, -0.98], [0.97, 0.92, -3.22], [2.41, 2.59, -3.96], [-0.21, 2.27, -0.66], [-3.60, -1.13, 1.03], [-1.57, -0.37, -0.25], [1.71, 1.77, -3.59], [-2.72, -0.33, 1.95], [2.26, 0.47, 0.93], [4.08, -0.95, 0.29], [-1.62, -1.86, -0.25], [2.91, 1.63, 0.20], [0.53, 3.21, -0.79], [3.51, 1.06, -0.88], [-4.05, -0.29, -0.12], [3.45, -0.30, 1.54], [3.17, -0.40, -0.84], [-2.86, -2.34, 0.54], [-1.47, 0.12, 1.16], [-2.80, 0.19, -0.89], [4.44, 1.45, -1.26], [-4.71, -0.89, -0.74], [3.09, -1.06, 2.24], [-2.58, -2.94, 1.41], [-4.42, -1.44, 1.56], [-0.56, -0.29, 1.60], [-3.54, -2.93, -0.07], [-2.72, 1.27, -0.88], [-3.30, 0.52, 2.32], [3.42, 2.44, 0.70], [-2.46, -0.96, 2.80], [-1.39, 1.20, 1.14], [3.12, -0.99, -1.75], [-2.84, -0.16, -1.92], [5.13, -0.70, 0.14], [-0.70, -2.24, 0.19], [4.00, -2.03, 0.31], [-1.68, -2.20, -1.29], [4.12, 0.36, 2.08], [-4.62, 0.55, 0.28], [1.41, 0.66, 1.58]], "lowdin_charge": [1.156, -0.159, 0.351, 0.066, 0.358, 0.043, -0.071, -0.269, -0.316, -0.014, -0.274, -0.058, -0.077, -0.018, -0.326, -0.001, -0.014, -0.064, -0.249, -0.016, -0.085, -0.083, 0.150, 0.158, 0.131, 0.157, 0.215, 0.129, 0.157, 0.137, 0.157, 0.147, 0.157, 0.127, 0.160, 0.146, 0.142, 0.144, 0.134, 0.145, 0.140, 0.158, 0.134]}